1.
Molecular formula: C32H32F5FeN3O2SSi2
Method: DFT, ωB97M-V/def2-TZVPD

```
78
Properties=species:S:1:pos:R:3:forces:R:3:lowdin_charge:R:1
Fe 0.3684 0.0411 -0.5505 0.5 -0.1 0.2 0.402
O 2.0767 0.2523 0.5212 -0.1 0.0 -0.1 -0.187
C 2.4796 -0.4673 1.4995 0.1 0.0 0.1 -0.366
C 3.7731 -0.2206 2.0524 0.0 0.0 0.0 -0.037
C 4.2612 -0.9152 3.1318 0.0 0.0 0.0 -0.128
C 3.5055 -1.9215 3.7463 0.0 0.0 0.0 -0.144
C 2.2586 -2.1994 3.2246 0.0 0.0 0.0 -0.080
C 1.7284 -1.5122 2.1258 0.0 0.0 0.0 -0.153
C 0.4251 -1.9214 1.6528 0.1 0.1 0.0 -0.098
N -0.1644 -1.4151 0.6385 0.0 -0.1 -0.3 -0.049
N -1.3883 -2.0002 0.3172 0.0 0.0 0.1 0.076
C -1.8300 -1.5021 -0.8100 0.0 -0.1 0.0 -0.473
O -1.2393 -0.6444 -1.5396 -0.2 0.3 0.3 -0.090
C -3.1707 -1.9870 -1.2687 0.0 0.0 0.0 -0.129
C -3.6628 -1.5344 -2.4896 0.0 0.0 0.1 -0.020
C -4.9112 -1.9438 -2.9353 0.0 0.0 0.0 -0.102
C -5.6815 -2.8025 -2.1622 0.0 0.0 0.0 -0.127
C -5.1957 -3.2512 -0.9397 0.0 0.0 0.0 -0.109
C -3.9466 -2.8463 -0.4944 0.0 0.0 0.0 -0.039
H 4.3565 0.5593 1.5762 0.0 0.0 0.0 0.109
H 5.2508 -0.6776 3.5106 0.0 0.0 0.0 0.085
H 3.8908 -2.4698 4.5969 0.0 0.0 0.0 0.074
H 1.6523 -2.9829 3.6707 0.0 0.0 0.0 0.097
H -0.0727 -2.7361 2.1786 -0.1 0.0 0.0 0.121
H -3.0436 -0.8550 -3.0614 0.0 0.0 0.0 0.112
H -5.2871 -1.5878 -3.8877 0.0 0.0 0.0 0.090
H -6.6589 -3.1193 -2.5088 0.0 0.0 0.0 0.084
H -5.7961 -3.9177 -0.3310 0.0 0.0 0.0 0.088
H -3.5491 -3.1815 0.4538 0.0 0.0 0.0 0.101
C 1.9165 2.7788 2.5396 0.0 0.0 0.0 -0.166
Si 1.2016 2.8725 0.7941 -0.2 0.2 0.1 0.486
C 0.5967 4.6920 0.7282 0.0 0.0 0.0 -0.189
C 2.5839 2.9719 -0.4861 -0.1 0.0 0.1 -0.176
C -0.3743 1.8807 0.5463 0.0 -0.2 0.1 -0.343
C -0.8759 2.1308 -0.7756 0.0 0.0 -0.2 -0.405
C -2.1539 2.6006 -1.1617 0.0 0.1 0.0 -0.045
C -2.4587 2.7238 -2.4967 0.0 0.0 0.0 -0.096
C -1.5219 2.3712 -3.4714 0.0 0.0 0.0 -0.100
C -0.3092 1.8708 -3.0341 0.0 0.0 0.0 -0.155
N 0.0118 1.7700 -1.7492 -0.1 -0.2 0.0 0.011
Si -1.5305 1.7151 1.9717 0.0 0.0 -0.1 0.468
C -0.7411 0.8433 3.4552 0.0 0.0 0.0 -0.167
C -2.1711 3.3832 2.6467 0.0 -0.1 0.0 -0.202
C -3.0912 0.7269 1.5708 0.0 0.1 0.0 -0.171
H 2.7838 3.4480 2.5708 0.0 0.0 0.0 0.027
H 2.2444 1.7947 2.8696 0.0 0.0 -0.1 0.010
H 1.1832 3.1608 3.2564 0.0 0.0 0.0 0.019
H 1.4080 5.3991 0.9363 0.0 0.0 0.0 0.014
H -0.2132 4.8851 1.4369 0.0 0.0 0.0 -0.004
H 0.2138 4.9143 -0.2738 0.0 0.0 0.0 0.024
H 3.2056 3.8270 -0.1906 0.0 -0.1 0.0 0.020
H 2.1637 3.1861 -1.4694 0.0 0.0 0.0 0.018
H 3.1894 2.0738 -0.5640 0.0 -0.1 0.0 0.015
H -2.8738 2.8772 -0.4022 0.0 0.0 0.0 0.087
H -3.4352 3.0956 -2.7912 0.0 0.0 0.0 0.092
H -1.7421 2.4417 -4.5280 0.0 0.0 0.0 0.080
H 0.4380 1.4985 -3.7279 0.0 0.0 0.0 0.083
H 0.2755 0.5109 3.2527 0.1 0.0 0.0 0.008
H -1.3240 -0.0474 3.7065 0.0 0.0 0.0 0.026
H -0.7175 1.4913 4.3363 0.0 0.0 0.0 0.022
H -1.3521 3.9703 3.0719 0.0 0.0 0.0 0.005
H -2.9118 3.2204 3.4369 0.0 0.0 0.0 0.013
H -2.6351 3.9872 1.8620 0.0 0.0 0.0 0.016
H -2.8559 -0.3356 1.5080 0.0 -0.1 0.0 0.009
H -3.5683 1.0079 0.6289 0.0 0.0 0.0 0.019
H -3.8169 0.8755 2.3790 0.0 0.0 0.0 0.022
F 4.4105 -6.0745 -3.1543 0.0 0.0 0.0 0.070
C 3.8388 -4.8585 -3.0067 0.0 0.0 0.0 -0.166
C 2.8876 -4.6339 -2.0300 0.0 0.0 0.0 -0.157
F 2.5278 -5.6490 -1.2220 0.0 0.0 0.0 0.087
C 2.3071 -3.3870 -1.8865 0.1 0.0 -0.1 -0.238
F 1.3876 -3.2653 -0.9293 -0.1 0.0 0.1 0.088
C 2.6322 -2.2864 -2.6956 0.0 0.0 0.0 -0.565
S 1.9339 -0.7128 -2.5522 -0.2 -0.1 0.2 0.705
C 3.5999 -2.5700 -3.6737 0.0 0.0 0.0 -0.262
F 3.9983 -1.6048 -4.5229 0.0 0.0 0.0 0.045
C 4.1899 -3.8073 -3.8323 0.0 0.0 0.0 -0.165
F 5.1157 -4.0050 -4.7957 0.0 0.0 0.0 0.074
```
Positions in Å, forces in eV/Å.

**LUMO energy (alpha / beta)**: 4.55 / 4.55 eV
**Gap between HOMO and LUMO (alpha / beta)**: 0.220 / 0.224 Eh
**Charge**: -2
**Total energy**: -116837.390 eV

---

2.
Molecular formula: C32H32F5IrO6S3SiTe
Method: DFT, ωB97M-V/def2-TZVPD

```
81
Properties=species:S:1:pos:R:3:forces:R:3:lowdin_charge:R:1
Ir -0.3485 -1.2543 -1.2079 1.2 1.5 0.8 1.124
C 0.2757 0.6525 -4.0874 -0.5 -0.3 0.1 -0.517
C 1.0923 -0.6032 -4.2920 0.3 -0.3 0.2 -0.490
S 1.8781 -1.2957 -2.7955 -0.1 0.4 0.4 0.870
C 2.7961 0.1446 -2.0991 -0.3 -0.5 -0.3 -0.472
C 3.4808 -0.2476 -0.7965 -0.4 -0.4 0.4 -0.500
S 2.4958 -1.2905 0.3513 0.6 0.3 0.1 0.864
C 1.3228 -0.1313 1.1277 0.1 -0.6 -0.5 -0.440
C 0.2218 0.2281 0.1426 0.8 -0.3 -0.9 -0.475
S -0.9723 0.5397 -2.7685 1.2 0.0 0.4 0.794
H -0.2755 0.8662 -5.0040 0.0 0.1 0.0 0.092
H 0.8990 1.5130 -3.8433 0.0 0.1 0.1 0.073
H 1.8779 -0.4299 -5.0266 0.0 0.1 -0.1 0.092
H 0.4409 -1.4086 -4.6401 0.2 0.1 0.0 0.073
H 2.0972 0.9631 -1.9397 -0.1 0.1 0.0 0.055
H 3.5457 0.4358 -2.8379 -0.1 0.1 0.1 0.093
H 3.8071 0.6459 -0.2667 0.1 0.0 0.0 0.084
H 4.3492 -0.8733 -1.0016 0.1 0.1 0.0 0.071
H 1.8719 0.7442 1.4786 -0.1 0.0 0.1 0.084
H 0.9125 -0.6808 1.9764 0.1 0.1 -0.1 0.075
H 0.5449 1.1305 -0.3959 -0.2 -0.4 0.1 0.054
H -1.7789 0.2135 0.4139 -0.5 -0.3 -0.7 0.073
O -0.9736 0.5957 0.8808 -0.7 0.7 0.7 -0.143
Si -1.1703 2.2348 1.5471 -0.1 0.4 0.3 0.800
C 0.0730 3.2134 0.5036 -0.4 -0.1 0.6 -0.239
C -0.2400 3.5300 -0.8213 -0.1 -0.1 0.2 -0.110
C 0.6663 4.1981 -1.6226 0.0 0.0 -0.1 -0.074
C 1.9012 4.5686 -1.1148 0.1 -0.1 0.1 -0.067
C 2.2286 4.2606 0.1961 0.1 0.1 -0.1 -0.066
C 1.3218 3.5896 0.9980 -0.2 -0.1 0.1 -0.088
C -0.6967 2.0071 3.3519 -0.1 0.1 -0.6 -0.225
C -0.3727 3.1389 4.1024 0.0 -0.1 -0.3 -0.101
C -0.0047 3.0286 5.4284 0.0 0.1 0.1 -0.070
C 0.0317 1.7824 6.0334 0.0 0.0 0.0 -0.065
C -0.3148 0.6502 5.3106 0.0 0.0 0.1 -0.067
C -0.6852 0.7622 3.9825 0.0 0.1 -0.2 -0.089
C -2.9453 2.7495 1.2028 0.6 -0.3 0.1 -0.226
C -3.2362 4.1074 1.0475 0.2 -0.2 -0.1 -0.098
C -4.5172 4.5237 0.7388 -0.1 0.1 0.0 -0.072
C -5.5310 3.5880 0.5996 0.0 0.0 0.0 -0.063
C -5.2658 2.2424 0.7936 -0.1 -0.1 0.0 -0.057
C -3.9853 1.8243 1.1071 0.2 0.1 0.0 -0.083
H -1.2006 3.2398 -1.2194 -0.2 0.0 -0.1 0.099
H 0.4028 4.4411 -2.6399 0.0 0.1 -0.2 0.110
H 2.6044 5.0968 -1.7390 0.1 0.1 -0.1 0.109
H 3.1883 4.5520 0.5935 0.1 0.0 0.1 0.110
H 1.5805 3.3553 2.0215 0.1 0.0 0.1 0.102
H -0.4114 4.1097 3.6334 0.1 0.3 0.0 0.105
H 0.2496 3.9173 5.9859 0.0 0.0 0.1 0.110
H 0.3202 1.6973 7.0697 0.0 0.0 0.1 0.109
H -0.3069 -0.3208 5.7835 0.0 -0.1 0.1 0.110
H -0.9740 -0.1244 3.4371 0.0 -0.1 -0.1 0.103
H -2.4461 4.8357 1.1549 0.1 0.2 -0.1 0.103
H -4.7236 5.5749 0.6038 0.0 0.1 0.0 0.108
H -6.5291 3.9125 0.3473 -0.1 0.0 0.0 0.110
H -6.0522 1.5106 0.6985 -0.1 -0.1 0.0 0.114
H -3.8039 0.7736 1.2672 0.0 -0.2 -0.1 0.102
F -3.3421 -3.3206 -3.5331 0.3 0.8 0.2 -0.410
Te -2.8460 -1.6853 -2.7288 -3.9 -3.5 0.0 1.913
F -2.6182 -0.3314 -0.7688 0.2 0.1 0.0 -0.562
F -2.6636 -1.1763 -4.7816 -0.3 0.2 1.9 -0.505
F -2.5710 -2.8525 -1.1653 0.1 0.5 -0.8 -0.458
F -4.7653 -1.8152 -1.8711 1.6 0.7 -1.3 -0.433
O -0.9923 -2.0878 -2.9296 0.4 0.0 -0.4 -0.763
O -1.3714 -4.1848 1.5796 -0.1 0.0 0.2 0.144
C -0.5448 -3.7074 0.8465 0.7 -1.4 -0.1 -0.607
O -0.3556 -2.4976 0.5173 -0.2 1.8 -0.8 -0.173
C 0.5781 -4.6312 0.3335 -0.8 1.3 -0.9 -0.042
C 1.0977 -5.5715 1.2225 1.1 -1.2 0.2 0.072
C 2.2153 -6.3223 0.8892 -0.2 -0.1 0.5 0.071
C 2.7593 -6.1105 -0.3620 0.7 -0.5 -0.2 -0.135
O 3.8400 -6.6831 -0.9286 -1.0 0.3 0.9 0.129
C 3.9588 -6.1358 -2.2227 1.1 -0.2 -1.2 -0.095
O 2.9126 -5.2092 -2.4183 -0.8 0.2 0.9 0.116
C 2.1869 -5.1990 -1.2774 0.0 0.4 -0.8 -0.127
C 1.0872 -4.4415 -0.9440 0.0 -0.3 -0.3 0.074
H 0.6108 -5.7032 2.1762 -0.1 0.0 0.1 0.144
H 2.6458 -7.0399 1.5661 0.1 -0.1 0.1 0.138
H 3.8942 -6.9360 -2.9767 -0.1 0.2 0.3 0.169
H 4.9306 -5.6256 -2.3295 -0.4 -0.1 0.2 0.168
H 0.6383 -3.7579 -1.6480 0.0 0.0 0.0 0.092
```
Positions in Å, forces in eV/Å.

**Multiplicity**: 6
**LUMO energy (alpha / beta)**: -2.79 / -6.52 eV
**Expectation value of S²**: 8.80
**Gap between HOMO and LUMO (alpha / beta)**: 0.296 / 0.172 Eh
**ΔE to the lowest compared entry with this formula, charge and spin**: 449.2 kJ/mol
**Charge**: +1
**Total energy**: -110080.415 eV